165
Properties=species:S:1:pos:R:3:forces:R:3:lowdin_charge:R:1 method="wB97M-V/def2-TZVPD" e_homo_ev=-9.00 e_tot_ha=-4126.562576 molar_mass_g_mol=1133.43 multiplicity=1 lumo_ev=0.37 gap_ev=9.37
C -18.19756 -21.98012 -18.56271 0.377 -0.710 -0.611 -0.148
C -19.40215 -22.91822 -18.64664 -0.140 0.146 0.444 -0.139
C -18.87473 -24.25618 -18.08316 -0.598 0.896 -0.656 -0.188
O -17.63165 -23.98010 -17.46430 0.292 -0.391 0.048 -0.147
C -17.39869 -22.58004 -17.42000 -0.385 0.830 0.570 -0.195
H -18.45534 -20.93344 -18.41654 -0.036 -0.168 -0.140 0.090
H -17.62912 -22.10504 -19.48813 0.081 0.283 0.037 0.101
H -19.74053 -23.04166 -19.67383 -0.178 0.087 0.050 0.092
H -20.22297 -22.54944 -18.02690 -0.068 0.050 -0.123 0.101
H -18.77821 -24.91395 -18.95182 0.421 -0.469 0.382 0.103
H -19.59534 -24.66543 -17.37208 0.157 -0.243 0.078 0.111
H -16.32741 -22.37641 -17.42616 0.023 -0.204 -0.367 0.114
H -17.77687 -22.11650 -16.49504 -0.041 -0.427 0.170 0.114
C -13.01575 -22.35163 -16.21723 0.230 0.341 -0.174 -0.167
C -11.98012 -23.26768 -15.63231 0.252 -1.297 0.466 -0.176
C -12.27764 -23.17693 -14.13828 0.663 0.454 0.015 -0.183
O -12.64856 -21.80528 -13.91339 -0.031 -0.029 -0.270 -0.120
C -12.99818 -21.22480 -15.15877 -0.818 -0.334 -1.202 -0.209
H -13.97530 -22.86460 -16.32060 -0.063 0.120 0.263 0.088
H -12.76802 -21.96788 -17.20836 0.047 -0.001 0.022 0.108
H -10.95098 -22.95646 -15.82410 -0.108 0.355 0.006 0.117
H -12.01195 -24.31617 -15.93395 -0.269 0.046 -0.286 0.101
H -11.36378 -23.40297 -13.58423 -0.167 0.111 0.283 0.119
H -13.07290 -23.83063 -13.77221 -0.078 -0.052 -0.211 0.102
H -12.28471 -20.47368 -15.50826 0.213 0.107 0.450 0.114
H -13.98995 -20.76489 -15.16675 0.052 0.194 0.603 0.106
C -14.44410 -22.01831 -23.02599 -0.862 0.254 -2.188 -0.190
C -13.16973 -21.53250 -22.35347 -0.765 -0.381 0.417 -0.137
C -13.79639 -21.10654 -21.02949 0.227 0.428 0.350 -0.214
O -14.75686 -22.11779 -20.72049 0.078 -0.252 0.035 -0.149
C -15.28302 -22.63968 -21.94686 -0.066 -0.625 0.452 -0.209
H -14.30829 -22.66595 -23.89988 0.340 -0.356 0.410 0.113
H -15.03927 -21.22790 -23.50446 0.436 0.528 0.437 0.114
H -12.65683 -20.78002 -22.94402 0.056 0.191 0.229 0.114
H -12.50669 -22.37429 -22.14460 0.102 0.031 -0.196 0.118
H -14.28604 -20.12870 -21.10523 -0.108 0.004 -0.205 0.105
H -13.11056 -21.02406 -20.18583 0.071 -0.246 -0.039 0.117
H -16.35995 -22.44414 -21.96762 0.074 0.388 -0.332 0.099
H -15.21736 -23.73284 -22.02754 0.325 0.021 0.683 0.110
C -18.89989 -26.45566 -22.12922 -1.355 0.500 -0.172 -0.185
C -17.42757 -26.23023 -21.93186 0.143 -0.628 -0.668 -0.158
C -16.92976 -27.69463 -21.86133 0.583 1.368 0.847 -0.187
O -18.00867 -28.44111 -21.32126 -0.141 -0.583 0.238 -0.145
C -19.24502 -27.71811 -21.33983 1.060 0.950 -0.667 -0.190
H -19.13933 -26.63243 -23.18145 0.199 0.126 -0.046 0.117
H -19.48748 -25.58774 -21.81155 -0.103 -0.140 -0.036 0.101
H -17.18414 -25.68883 -21.01701 -0.103 -0.080 0.087 0.103
H -17.06074 -25.65686 -22.78476 0.384 -0.113 0.119 0.108
H -16.09773 -27.68846 -21.15059 -0.017 -0.498 0.001 0.106
H -16.54822 -28.08450 -22.80617 -0.412 -0.137 -0.163 0.117
H -19.56729 -27.39168 -20.34659 0.026 -0.648 0.224 0.105
H -19.97937 -28.32269 -21.87009 -0.242 -0.045 0.344 0.120
C -21.87241 -28.99291 -17.75456 0.378 0.733 -0.105 -0.157
C -21.43723 -29.55449 -19.09555 -0.176 -1.216 0.072 -0.168
C -20.01839 -30.03155 -18.77270 -0.214 0.989 0.088 -0.181
O -19.54128 -29.02797 -17.87179 0.794 0.504 0.593 -0.174
C -20.59442 -28.22036 -17.36440 -0.927 -0.421 -0.489 -0.199
H -22.02246 -29.76700 -17.00123 -0.217 -0.135 -0.166 0.115
H -22.75493 -28.35969 -17.83605 -0.016 0.005 0.175 0.110
H -21.43232 -28.77625 -19.85810 0.142 0.077 0.051 0.092
H -22.06724 -30.36607 -19.46886 -0.011 0.030 0.093 0.115
H -19.37273 -30.01036 -19.65365 0.066 -0.313 0.118 0.105
H -19.94615 -30.96585 -18.20712 -0.318 -0.263 -0.547 0.124
H -20.55056 -27.24224 -17.85452 -0.084 0.112 0.099 0.101
H -20.56664 -28.09317 -16.28142 0.511 -0.032 0.003 0.112
C -20.15792 -15.36337 -18.05854 -0.068 -0.622 -0.112 -0.139
C -19.79144 -16.36296 -19.17548 0.752 -0.534 0.501 -0.137
C -19.52479 -17.68899 -18.40900 -0.515 0.724 -0.500 -0.190
O -19.49437 -17.34459 -17.04206 -0.611 -0.270 0.238 -0.195
C -20.38643 -16.27259 -16.83673 -0.158 1.200 -0.006 -0.207
H -20.98196 -14.73817 -18.39567 -0.084 0.136 0.496 0.108
H -19.28609 -14.76438 -17.80133 -0.064 0.253 -0.353 0.110
H -18.89060 -15.98030 -19.65289 -0.121 -0.288 -0.404 0.095
H -20.56264 -16.62799 -19.89579 -0.086 0.755 -0.180 0.107
H -18.59310 -18.17827 -18.68466 -0.147 0.028 0.025 0.088
H -20.39082 -18.33463 -18.60471 0.206 -0.340 0.060 0.123
H -20.09489 -15.78121 -15.90717 0.120 -0.030 -0.003 0.123
H -21.45353 -16.50045 -16.70305 0.104 -0.746 -0.285 0.118
O -17.76563 -23.97652 -12.73101 0.138 -0.091 -0.073 -0.286
S -16.47509 -24.57667 -12.91791 0.486 -0.224 -0.484 0.608
O -15.39198 -24.24030 -12.04492 -0.406 -0.429 -0.365 -0.265
O -16.64561 -26.18593 -12.88437 0.873 0.796 0.234 -0.245
C -17.87645 -26.73342 -13.31312 -1.736 -0.891 0.490 -0.294
C -17.80452 -28.25154 -13.48224 0.244 0.355 -0.811 -0.057
C -16.00070 -24.38262 -14.63777 -0.623 -0.171 0.105 -0.113
H -18.28385 -26.21997 -14.18777 0.335 -0.110 -0.176 0.111
H -18.63156 -26.60829 -12.52725 0.204 0.490 0.005 0.119
H -17.53463 -28.74291 -12.55127 0.153 0.014 -0.012 0.079
H -17.15172 -28.55711 -14.30254 0.299 0.052 0.233 0.076
H -18.78696 -28.61409 -13.79150 -0.136 0.150 0.217 0.074
H -15.86848 -23.33699 -14.90593 -0.005 0.098 0.343 0.067
H -16.86073 -24.76286 -15.19092 0.079 0.068 -0.156 0.049
H -15.12443 -24.96404 -14.91178 0.095 -0.045 0.390 0.067
F -17.06264 -16.13360 -21.72682 0.202 0.314 0.191 0.073
C -17.47874 -17.40049 -21.77177 -0.236 -1.246 -0.578 -0.303
C -16.87582 -18.38737 -21.01608 0.809 0.457 0.311 -0.020
C -17.28066 -19.70882 -21.10140 -0.197 0.157 -0.437 -0.087
C -18.28965 -20.06072 -22.00017 0.387 0.133 0.549 -0.080
C -18.87281 -19.06401 -22.77274 -0.187 -0.519 -0.226 -0.086
C -18.45400 -17.75157 -22.68943 0.033 0.787 0.146 -0.020
H -15.98109 -18.15282 -20.44827 -0.255 0.161 0.293 0.119
H -16.74673 -20.41968 -20.48533 -0.103 -0.176 -0.166 0.069
H -18.56211 -21.10292 -22.10421 -0.224 0.042 -0.035 0.096
H -19.65090 -19.33226 -23.47691 0.045 0.053 -0.066 0.103
H -18.82110 -16.96644 -23.33964 -0.258 -0.135 0.018 0.120
F -22.26019 -25.53887 -20.07482 0.188 0.086 0.077 0.043
C -22.32885 -24.71803 -21.14511 -0.392 0.409 -0.269 -0.295
C -22.28592 -23.34709 -20.99031 0.304 0.092 0.504 -0.026
C -22.35866 -22.52731 -22.10886 -0.262 -0.296 0.132 -0.073
C -22.58190 -23.09064 -23.35503 0.281 -0.280 -0.724 -0.092
C -22.67698 -24.47614 -23.51020 0.314 0.809 0.756 -0.071
C -22.52395 -25.27379 -22.38575 -0.311 -0.958 -0.652 -0.031
H -22.18097 -22.90864 -20.00582 0.026 -0.104 0.026 0.102
H -22.27902 -21.46136 -21.94546 -0.030 0.054 -0.246 0.107
H -22.61657 -22.50630 -24.26666 -0.125 0.301 0.218 0.101
H -22.83483 -24.89466 -24.49253 -0.027 -0.147 0.034 0.105
H -22.61060 -26.34970 -22.49145 0.101 0.000 0.170 0.120
F -18.72159 -20.20811 -15.17726 -0.414 -0.228 -0.191 0.047
C -19.90070 -20.30650 -14.52747 0.082 -0.378 1.404 -0.267
C -20.99292 -19.57612 -14.92062 0.130 0.310 -1.174 -0.029
C -22.17720 -19.60225 -14.19443 0.531 -0.718 -0.247 -0.091
C -22.23763 -20.39949 -13.05905 -0.266 0.040 -0.061 -0.092
C -21.12903 -21.15239 -12.67236 0.241 -0.013 0.050 -0.071
C -19.93635 -21.09541 -13.38089 -0.029 0.589 -0.335 0.004
H -20.89277 -19.03249 -15.85499 -0.123 0.194 0.127 0.105
H -23.04116 -19.11336 -14.62254 -0.072 0.222 0.348 0.103
H -23.16629 -20.41841 -12.50362 0.081 -0.212 0.134 0.101
H -21.13265 -21.80333 -11.80781 -0.295 0.161 0.126 0.108
H -19.02185 -21.54693 -13.02005 -0.115 -0.352 -0.090 0.109
F -13.03084 -26.49227 -17.05521 -0.196 0.345 0.113 0.047
C -14.14736 -27.12160 -17.48007 -0.027 -0.982 -0.427 -0.279
C -15.35239 -26.46640 -17.62070 0.552 -0.150 0.106 -0.004
C -16.42996 -27.22798 -18.07379 -0.944 0.410 0.387 -0.073
C -16.35050 -28.57802 -18.33735 0.856 -0.284 -0.377 -0.087
C -15.09969 -29.19104 -18.26080 -0.435 0.004 0.573 -0.073
C -14.01724 -28.47011 -17.79794 0.446 0.028 -0.155 -0.023
H -15.38727 -25.42014 -17.34917 -0.409 0.037 -0.218 0.098
H -17.42548 -26.80178 -18.15317 0.173 0.335 0.033 0.094
H -17.22036 -29.13928 -18.63762 -0.089 0.121 -0.020 0.085
H -14.98994 -30.25202 -18.44647 0.019 0.038 -0.152 0.106
H -13.05330 -28.95650 -17.71345 0.051 0.154 0.105 0.115
F -26.93357 -21.75161 -17.10210 -0.174 -0.003 -0.096 0.067
C -25.72030 -22.31289 -17.19448 1.049 0.088 -0.301 -0.289
C -25.50939 -23.43124 -17.97593 -0.619 -0.068 0.061 -0.017
C -24.25409 -24.01437 -18.00538 -0.237 -0.026 0.557 -0.091
C -23.20031 -23.47157 -17.26540 -0.488 -0.372 -0.557 -0.094
C -23.40300 -22.30615 -16.52949 0.187 -0.780 -0.343 -0.066
C -24.65994 -21.71873 -16.53099 -0.248 0.415 0.499 -0.013
H -26.33741 -23.87823 -18.51282 -0.004 0.033 0.037 0.118
H -24.20284 -24.97449 -18.50116 0.498 0.131 -0.205 0.099
H -22.25698 -24.00072 -17.30199 0.152 0.186 0.248 0.090
H -22.57384 -21.95743 -15.92793 -0.164 0.456 0.006 0.093
H -24.86616 -20.80326 -15.98864 0.105 -0.065 0.122 0.111
F -15.53929 -20.06906 -18.47157 0.227 -0.167 0.190 0.041
C -15.69977 -19.20301 -17.44011 -0.016 0.977 -0.316 -0.268
C -16.97343 -18.96776 -16.98190 -0.013 -0.737 -0.138 -0.034
C -17.17716 -18.07520 -15.93919 0.243 -0.662 0.255 -0.076
C -16.09950 -17.36776 -15.45381 0.023 0.817 0.129 -0.073
C -14.83655 -17.48131 -16.03315 -0.337 -0.533 0.301 -0.074
C -14.62345 -18.44971 -16.99998 0.427 -0.031 -0.122 -0.033
H -17.76702 -19.55479 -17.43144 0.087 0.220 0.417 0.080
H -18.15588 -18.05176 -15.47951 0.382 0.379 -0.106 0.097
H -16.27166 -16.66703 -14.64493 0.156 -0.011 0.010 0.104
H -14.00749 -16.88495 -15.68000 0.006 0.022 0.027 0.105
H -13.62473 -18.60509 -17.38912 -0.092 -0.083 -0.175 0.115